1.
Here is a 2-piece molecular cluster, C3H6ClNO overall at a distorted geometry from OMol25. Energies are from ωB97M-V/def2-TZVPD.

Geometry as XYZ:
```
12
Properties=species:S:1:pos:R:3:nbo_charge:R:1
C -0.078 -0.682 -0.460 0.022
C 0.707 0.539 -0.176 0.668
C -1.574 -0.952 0.055 -0.640
N 0.615 1.700 0.466 -0.758
O 0.328 0.266 -1.456 -0.430
Cl 3.074 -0.191 0.182 -0.627
H 0.764 -1.470 -0.382 0.249
H -1.761 -2.018 0.076 0.232
H -2.181 -0.624 -0.771 0.234
H -1.830 -0.583 0.999 0.230
H 1.124 2.442 0.044 0.411
H 0.812 1.572 1.423 0.410
```

Its gap between HOMO and LUMO is 0.343 Ha. For the lowest unoccupied orbital energy, the calculation gives 0.042 eV. Its highest occupied orbital energy is -9.30 eV.


2.
Here is one molecule with the formula C3H6ClNO at a distorted geometry from OMol25. Energies are from ωB97M-V/def2-TZVPD.

Geometry as XYZ:
```
12
Properties=species:S:1:pos:R:3:nbo_charge:R:1
C 0.021 -0.928 0.969 0.552
C -1.550 0.817 0.784 -0.450
C 1.659 -1.066 -0.707 -0.282
N -0.349 0.125 0.463 -0.496
O 1.195 -1.587 0.558 -0.509
Cl -0.778 -1.758 2.308 -0.042
H -1.503 1.778 1.261 0.215
H -2.333 0.306 1.295 0.196
H -2.034 1.206 -0.067 0.207
H 0.866 -1.179 -1.448 0.186
H 2.554 -1.760 -0.929 0.210
H 1.763 0.118 -0.737 0.212
```

Its gap between HOMO and LUMO is 0.402 Ha. Its SMILES is C/N=C(\Cl)OC. For the lowest unoccupied orbital energy, the calculation gives 0.815 eV. Its highest occupied orbital energy is -10.12 eV.


3.
Here is a 2-piece molecular cluster, C3H6ClNO overall at a distorted geometry from OMol25. Energies are from ωB97M-V/def2-TZVPD.

Geometry as XYZ:
```
12
Properties=species:S:1:pos:R:3:nbo_charge:R:1
C -0.896 0.038 0.838 0.177
C -0.302 -2.003 -0.335 -0.279
C -0.030 -1.096 0.632 -0.116
N -0.863 0.831 1.784 -0.565
O 2.022 1.745 -1.111 -0.956
Cl -1.896 0.510 -0.632 -0.153
H 1.141 2.190 -1.002 0.480
H -1.216 -1.968 -0.888 0.192
H 0.318 -2.860 -0.395 0.175
H 0.752 -1.144 1.294 0.212
H -1.572 1.553 1.626 0.356
H 2.543 2.203 -1.813 0.477
```

As for the spin multiplicity: 3. Its gap between HOMO and LUMO (alpha / beta) is 0.268 / 0.270 Ha. For the lowest unoccupied orbital energy (alpha / beta), the calculation gives 0.704 / -3.068 eV. Its highest occupied orbital energy (alpha / beta) is -6.58 / -10.42 eV.


4.
Here is a 2-piece molecular cluster, C3H6ClNO2 overall at a distorted geometry from OMol25. Energies are from ωB97M-V/def2-TZVPD.

Geometry as XYZ:
```
13
Properties=species:S:1:pos:R:3:nbo_charge:R:1
C -1.953 0.216 -0.152 0.760
C -1.099 -1.006 -0.344 -0.351
C 0.214 0.664 0.379 0.084
N 0.272 -0.628 -0.275 -0.617
O -3.130 0.235 -0.299 -0.551
O -1.140 1.165 0.342 -0.494
Cl 3.751 0.242 -0.141 -0.275
H -1.276 -1.600 -1.377 0.230
H -1.270 -1.637 0.601 0.220
H 0.429 0.536 1.565 0.160
H 0.859 1.403 -0.004 0.195
H 0.488 -0.631 -1.195 0.360
H 3.855 1.041 0.900 0.278
```

Its gap between HOMO and LUMO is 0.375 Ha. Its SMILES is O=C1CNCO1.Cl. For the lowest unoccupied orbital energy, the calculation gives 0.506 eV. Its highest occupied orbital energy is -9.71 eV.


5.
Here is C3H6ClNO2S as an isolated structure at a distorted geometry from OMol25. Energies are from ωB97M-V/def2-TZVPD.

Geometry as XYZ:
```
14
Properties=species:S:1:pos:R:3:nbo_charge:R:1
C -1.847 -1.075 -0.193 -0.306
C -0.724 -1.114 -0.906 -0.467
C 0.282 1.583 0.560 -0.480
N 1.074 0.823 -0.470 -0.665
O 0.709 -0.830 1.422 -0.935
O 1.972 -1.522 -0.566 -0.908
S 0.823 -0.769 -0.034 2.202
Cl 2.804 0.955 -0.476 0.162
H -2.848 -1.183 -0.492 0.214
H -1.865 -0.951 0.924 0.227
H -0.652 -1.217 -1.958 0.249
H 0.269 0.974 1.482 0.255
H 0.756 2.598 0.619 0.232
H -0.756 1.728 0.089 0.219
```

Its gap between HOMO and LUMO is 0.372 Ha. For the lowest unoccupied orbital energy, the calculation gives -0.062 eV. Its highest occupied orbital energy is -10.18 eV.


6.
Here is one molecule with the formula C3H6ClNO2S at a distorted geometry from OMol25. Energies are from ωB97M-V/def2-TZVPD.

Geometry as XYZ:
```
14
Properties=species:S:1:pos:R:3:nbo_charge:R:1
C 0.148 -0.023 1.140 -0.429
C 0.401 -0.970 -0.010 -0.431
C -0.502 0.193 -0.162 0.025
N -0.388 1.243 -1.030 -0.799
O -2.693 -1.608 0.565 -0.900
O -2.780 -0.521 -1.649 -0.908
S -2.399 -0.480 -0.267 1.980
Cl -3.374 1.165 0.567 -0.289
H -0.450 -0.368 1.966 0.248
H 0.931 0.672 1.409 0.238
H 1.355 -0.939 -0.513 0.236
H -0.055 -1.946 0.040 0.244
H -0.657 1.000 -1.977 0.396
H -0.857 2.089 -0.730 0.390
```

Its gap between HOMO and LUMO is 0.374 Ha. Its SMILES is NC1(S(=O)(=O)Cl)CC1. For the lowest unoccupied orbital energy, the calculation gives 0.252 eV. Its highest occupied orbital energy is -9.92 eV.


7.
Here is C3H6ClNO5 as an isolated structure at a distorted geometry from OMol25. Energies are from ωB97M-V/def2-TZVPD.

Geometry as XYZ:
```
16
Properties=species:S:1:pos:R:3:nbo_charge:R:1
C 0.691 -0.292 -0.841 -0.103
C 0.094 0.364 0.434 -0.006
C -0.054 -0.713 1.529 0.017
N -1.941 -2.441 1.902 0.728
O -1.659 -2.339 3.044 -0.386
O -2.784 -3.190 1.478 -0.385
O 0.557 0.405 -2.051 -0.685
O 0.944 1.444 0.997 -0.694
O -1.374 -1.766 0.928 -0.378
Cl 1.290 -1.597 2.015 0.106
H 1.813 -0.447 -0.623 0.188
H 0.084 -1.308 -0.763 0.194
H -0.871 0.918 0.286 0.221
H -0.544 -0.169 2.384 0.249
H -0.293 0.308 -2.313 0.467
H 1.774 1.261 0.585 0.468
```

Its gap between HOMO and LUMO is 0.409 Ha. For the lowest unoccupied orbital energy, the calculation gives 0.235 eV. Its highest occupied orbital energy is -10.90 eV.


8.
Here is one molecule with the formula C3H6ClNS at a distorted geometry from OMol25. Energies are from ωB97M-V/def2-TZVPD.

Geometry as XYZ:
```
12
Properties=species:S:1:pos:R:3:nbo_charge:R:1
C 2.533 -0.586 -0.354 -0.784
C -1.083 0.893 -0.217 0.070
C -2.052 0.127 0.758 -0.400
H 3.207 -0.065 0.298 0.219
H 2.806 -1.634 -0.443 0.233
H 2.457 -0.050 -1.373 0.252
H -1.531 1.754 -0.684 0.186
H -2.645 0.900 1.365 0.233
H -1.614 -0.570 1.372 0.219
N 0.157 0.667 -0.555 -0.542
S 0.899 -0.623 0.247 0.391
Cl -3.135 -0.813 -0.413 -0.078
```

Its gap between HOMO and LUMO is 0.333 Ha. Its SMILES is CS/N=C\CCl. For the lowest unoccupied orbital energy, the calculation gives 0.574 eV. Its highest occupied orbital energy is -8.50 eV.


9.
Here is a 2-piece molecular cluster, C3H6ClNS overall from OMol25. Energies are from ωB97M-V/def2-TZVPD.

Geometry as XYZ:
```
12
Properties=species:S:1:pos:R:3:nbo_charge:R:1
C 2.439 -0.036 -0.475 -0.214
C 1.314 0.637 -0.654 -0.414
C -1.735 0.401 1.279 -0.084
H 3.386 0.234 -0.931 0.209
H 0.382 0.340 -0.183 0.224
H 1.312 1.517 -1.289 0.211
H -2.141 -1.377 -1.637 0.122
H -1.366 1.396 1.530 0.184
H -2.073 -0.239 2.102 0.158
N -1.740 0.075 0.052 -0.542
S -2.326 -1.494 -0.316 0.172
Cl 2.548 -1.453 0.520 -0.025
```

Its gap between HOMO and LUMO is 0.372 Ha. Its SMILES is C=CCl.C=NS. For the lowest unoccupied orbital energy, the calculation gives 0.823 eV. Its highest occupied orbital energy is -9.31 eV.


10.
Here is one molecule with the formula C3H6ClNS at a distorted geometry from OMol25. Energies are from ωB97M-V/def2-TZVPD.

Geometry as XYZ:
```
12
Properties=species:S:1:pos:R:3:nbo_charge:R:1
C -0.140 1.343 -0.143 -0.704
C 0.079 -0.144 0.075 0.240
C 1.347 -0.762 0.518 -0.359
H -0.430 1.513 -1.182 0.242
H 0.837 1.939 -0.024 0.234
H -0.869 1.738 0.556 0.243
H 1.771 -0.381 1.443 0.230
H 1.158 -1.827 0.520 0.246
H -3.099 -1.538 -0.231 0.122
N -0.848 -1.000 -0.146 -0.525
S -2.453 -0.448 -0.607 0.141
Cl 2.647 -0.433 -0.780 -0.110
```

Its gap between HOMO and LUMO is 0.365 Ha. Its SMILES is C/C(CCl)=N\S. For the lowest unoccupied orbital energy, the calculation gives 0.729 eV. Its highest occupied orbital energy is -9.20 eV.


ΔE to the lowest compared entry with this formula, charge and spin
In order: 293.9; 176.7; 5.5; 122.7; 327.7; 94.5; 243.7; 156.8; 221.6; 104.4
Unit: kJ/mol